This record from the Open Molecules 2025 dataset describes a molecular structure, C19H43CrN2OP3S. The level of theory is ωB97M-V with the def2-TZVPD basis set.

Last column: Mulliken spin population.
Geometry (Å):
Cr1 0.5085 -0.1807 0.0449  3.429
P1 1.4676 -0.9815 -2.0581  -0.061
P2 2.2509 -1.6401 1.2607  -0.065
P3 -1.5969 0.3181 -0.8971  -0.185
H1 1.6026 0.9033 2.3246  0.010
C1 0.5639 0.9413 1.9795  0.020
C2 -0.3564 -0.1496 2.1986  0.002
H2 -0.0764 -0.9896 2.8456  0.005
C3 2.5780 0.3927 -2.4961  0.012
C4 2.5035 -2.4752 -2.2078  -0.004
C5 0.4234 -1.2954 -3.5195  -0.006
C6 2.3590 -1.6241 3.0838  -0.020
C7 2.3331 -3.4538 1.0254  -0.005
C8 3.9338 -1.0526 0.8162  -0.004
C9 -2.8798 0.9674 0.2266  -0.008
C10 -2.5886 -0.9076 -1.8046  0.007
C11 -1.1720 1.6189 -2.1208  -0.017
H3 0.1880 1.9617 1.8483  0.004
H4 -1.4272 0.0639 2.2790  -0.003
H5 3.0429 0.2121 -3.4716  -0.001
H6 3.3589 0.4953 -1.7340  -0.008
H7 2.0104 1.3288 -2.5298  -0.003
H8 2.8925 -2.5593 -3.2313  -0.003
H9 1.8794 -3.3520 -2.0094  0.000
H10 3.3473 -2.4805 -1.5159  0.003
H11 1.0544 -1.5511 -4.3810  -0.004
H12 -0.2034 -0.4457 -3.7930  0.002
H13 -0.2197 -2.1565 -3.3091  0.002
H14 3.3945 -1.8632 3.3653  -0.005
H15 1.6841 -2.3931 3.4814  0.000
H16 2.0792 -0.6512 3.4960  0.001
H17 3.3229 -3.8185 1.3300  -0.007
H18 2.1318 -3.7434 -0.0065  0.003
H19 1.5640 -3.9072 1.6601  0.002
H20 4.6395 -1.4978 1.5316  -0.007
H21 3.9592 0.0421 0.9110  -0.003
H22 4.2112 -1.3279 -0.2083  0.005
H23 -3.6605 1.5038 -0.3305  -0.007
H24 -2.4541 1.6512 0.9702  -0.001
H25 -3.3455 0.1278 0.7608  0.002
H26 -3.4277 -0.4250 -2.3232  -0.009
H27 -2.9847 -1.6449 -1.0958  0.002
H28 -1.9861 -1.4403 -2.5416  -0.001
H29 -2.0407 2.2572 -2.3206  -0.004
H30 -0.8146 1.1848 -3.0595  -0.006
H31 -0.3624 2.2535 -1.7339  0.002
C12 -1.1876 5.3574 1.0228  -0.008
C13 -0.8026 6.5273 0.3252  -0.001
C14 -0.8317 7.7754 0.9637  0.000
C15 -1.3009 7.8767 2.2744  -0.008
C16 -1.8019 6.7497 2.9343  0.000
C17 -1.7767 5.4960 2.3002  -0.002
S1 -1.2067 3.8021 0.2009  0.003
H32 -0.0361 3.0428 0.3566  0.012
H33 -0.5411 6.4289 -0.7244  0.000
H34 -0.4980 8.6545 0.4183  0.000
H35 -1.2791 8.8344 2.7790  0.000
H36 -2.2235 6.8402 3.9297  0.000
H37 -2.2528 4.6270 2.7478  0.000
C18 -1.0793 -5.8635 -1.0993  0.000
N1 -1.8952 -4.9834 -0.2939  0.000
C19 -1.5016 -3.7217 0.0241  -0.001
N2 -2.4525 -3.0035 0.7568  0.005
O1 -0.4360 -3.2055 -0.3462  -0.075
H38 -0.9036 -5.4207 -2.0829  0.000
H39 -1.6061 -6.8129 -1.2330  0.000
H40 -0.1234 -6.0622 -0.6080  0.000
H41 -2.7719 -5.3190 0.0485  0.000
H42 -2.0554 -2.2553 1.3116  0.012
H43 -3.1246 -3.5805 1.2531  -0.001

The value obtained for the total energy is -3400.18828 a.u. As for the HOMO energy (alpha / beta): -15.632 / -15.636 eV. The calculation puts the orbital gap (alpha / beta) at 2.671 / 4.099 eV. The max |F| comes out at 4.2 eV Å⁻¹. As for the spin multiplicity: 4. As for the total charge: +3.

***

This record from the Open Molecules 2025 dataset describes a single C4H10N2O2 molecule. The level of theory is ωB97M-V with the def2-TZVPD basis set.

Last column: natural (NBO) charge in e.
Geometry (Å):
H1 0.9870 -0.5488 -2.7513  0.354
N1 0.9209 -0.8404 -1.7756  -0.674
C1 -0.1584 -0.4272 -1.2314  0.598
C2 -1.2097 0.4279 -1.8567  -0.708
O1 -0.7686 -1.1487 -0.0581  -0.430
N2 -0.1133 -0.6873 1.1174  0.123
C3 1.0201 -1.5759 1.3937  -0.457
O2 0.5358 0.6217 0.6821  -0.443
C4 -0.0632 1.7034 1.3851  -0.261
H2 -0.7644 1.0840 -2.6087  0.221
H3 -1.7203 1.0205 -1.0974  0.234
H4 -1.9393 -0.2172 -2.3508  0.242
H5 0.6364 -2.5842 1.5721  0.215
H6 1.7410 -1.6148 0.5734  0.221
H7 1.5325 -1.2315 2.2961  0.206
H8 0.7233 2.2839 1.8732  0.184
H9 -0.5927 2.3430 0.6739  0.172
H10 -0.7670 1.3916 2.1632  0.203

The value obtained for the total energy is -418.24018 a.u. As for the HOMO energy: -9.375 eV. The calculation puts the orbital gap at 10.379 eV. The max |F| comes out at 2.9 eV Å⁻¹. As for the spin multiplicity: 1. The SMILES is [H]/N=C(\C)ON(C)OC. As for the total charge: 0. The relative energy (zero: lowest compared OMol25 entry of this formula, charge and spin) is 579.7 kJ/mol.

***

This record from the Open Molecules 2025 dataset describes a single C3H3Cl molecule. The level of theory is ωB97M-V with the def2-TZVPD basis set.

Last column: natural (NBO) charge in e.
Geometry (Å):
C1 0.5906 0.0533 2.1788  -0.187
C2 0.8005 -0.1670 1.0193  -0.048
C3 0.7223 -0.3597 -0.3640  -0.425
Cl1 -0.8968 0.2663 -1.1109  -0.070
H1 0.1466 -0.0740 3.1065  0.230
H2 0.8267 -1.4182 -0.2695  0.252
H3 1.5926 -0.1940 -0.9572  0.247

The value obtained for the total energy is -576.19690 a.u. As for the HOMO energy: -10.280 eV. The calculation puts the orbital gap at 10.820 eV. The max |F| comes out at 2.6 eV Å⁻¹. As for the spin multiplicity: 1. The SMILES is C#CCCl. As for the total charge: 0. The relative energy (zero: lowest compared OMol25 entry of this formula, charge and spin) is 69.3 kJ/mol.

***

This record from the Open Molecules 2025 dataset describes a molecular structure, C22H59CuN2O9. The level of theory is ωB97M-V with the def2-TZVPD basis set.

Last column: Mulliken spin population.
Geometry (Å):
Cu1 -0.1319 2.9677 5.7957  0.000
C1 -4.0950 0.0703 0.6307  0.052
C2 -2.6160 0.4881 0.8523  -0.028
O1 -2.2646 0.6599 2.2055  0.917
H1 -4.1292 -0.6410 -0.1946  -0.002
H2 -4.7746 0.9221 0.6072  0.000
H3 -4.5196 -0.5632 1.4094  0.000
H4 -2.6293 1.4906 0.4246  0.004
H5 -1.9889 -0.2360 0.3320  0.058
C3 2.4172 5.5950 3.3899  0.000
O2 2.7098 4.2479 3.7568  0.000
C4 3.7533 3.8049 2.8817  0.000
C5 3.9981 2.2671 3.1714  0.000
N1 3.7388 1.9697 4.6140  0.000
C6 3.7980 0.5006 4.9277  0.000
C7 5.2240 -0.0858 4.9135  0.000
O3 5.7811 -0.2029 3.6656  0.000
C8 7.0998 -0.7504 3.6279  0.000
H6 2.1863 6.1100 4.3224  0.000
H7 1.7183 5.6912 2.5591  0.000
H8 3.3519 6.1313 3.2263  0.000
H9 4.6875 4.3565 2.9873  0.000
H10 3.3345 3.8458 1.8762  0.000
H11 5.0062 1.9877 2.8653  0.000
H12 3.4103 1.5522 2.5957  0.000
H13 4.3306 2.5560 5.1852  0.000
H14 3.1914 -0.0802 4.2328  0.000
H15 3.3254 0.3445 5.8974  0.000
H16 5.1940 -1.0719 5.3771  0.000
H17 5.9739 0.4225 5.5195  0.000
H18 7.8496 -0.0477 3.9914  0.000
H19 7.4005 -1.0620 2.6276  0.000
H20 7.1850 -1.5683 4.3432  0.000
C9 6.9263 -3.3658 -5.8401  0.000
O4 5.5385 -3.0972 -5.6155  0.000
C10 4.7335 -2.7529 -6.6830  0.000
C11 3.3155 -2.5333 -6.4118  0.000
N2 2.8111 -3.4911 -5.4376  0.000
C12 1.4352 -3.2168 -5.1064  0.000
C13 0.7791 -4.2921 -4.1709  0.000
O5 0.8376 -5.6082 -4.6229  0.000
C14 0.4361 -6.5804 -3.6541  0.000
H21 7.2152 -4.1261 -6.5658  0.000
H22 7.5511 -3.5390 -4.9638  0.000
H23 7.3213 -2.5133 -6.3925  0.000
H24 4.6930 -3.5442 -7.4316  0.000
H25 5.0946 -1.9195 -7.2856  0.000
H26 2.7051 -2.5974 -7.3126  0.000
H27 3.2737 -1.5464 -5.9511  0.000
H28 3.4327 -3.9189 -4.7663  0.000
H29 0.8275 -3.3120 -6.0063  0.000
H30 1.2586 -2.1797 -4.8210  0.000
H31 -0.2696 -3.9996 -4.1197  0.000
H32 1.0872 -4.1996 -3.1295  0.000
H33 1.1132 -6.6948 -2.8076  0.000
H34 0.4299 -7.4952 -4.2468  0.000
H35 -0.5910 -6.3720 -3.3545  0.000
C15 -10.7461 -1.4540 -0.7428  0.000
C16 -11.0419 0.1039 -0.4936  0.000
O6 -11.8052 0.5696 -1.5568  0.000
H36 -10.2169 -1.8525 0.1229  0.000
H37 -10.1015 -1.5656 -1.6146  0.000
H38 -11.6767 -2.0195 -0.7919  0.000
H39 -10.1416 0.7061 -0.3714  0.000
H40 -11.6493 0.4256 0.3524  0.000
H41 -11.7952 1.5241 -1.6586  0.000
C17 -4.8600 5.9487 3.4350  0.000
C18 -4.9186 5.1830 4.8255  0.000
O7 -3.7278 5.3683 5.4827  0.000
H42 -5.7724 5.8337 2.8498  0.000
H43 -4.0079 5.6950 2.8045  0.000
H44 -4.8080 6.9984 3.7241  0.000
H45 -4.9268 4.1723 4.4176  0.000
H46 -5.8520 5.2177 5.3873  0.000
H47 -3.7934 6.1114 6.0870  0.000
C19 -0.5823 -5.1777 3.1524  0.000
C20 -0.9973 -5.0981 4.6861  0.000
O8 -1.3471 -3.8196 5.0220  0.000
H48 0.2815 -4.5512 2.9301  0.000
H49 -1.4189 -4.9383 2.4960  0.000
H50 -0.3767 -6.2365 2.9950  0.000
H51 -0.1285 -5.5482 5.1665  0.000
H52 -1.6870 -5.8815 5.0004  0.000
H53 -1.1514 -3.2087 4.3078  0.000
C21 0.4714 4.5258 -4.5568  0.000
C22 -0.9077 4.4473 -5.1853  0.000
O9 -0.9335 3.2018 -5.8655  0.000
H54 1.2718 4.3518 -5.2759  0.000
H55 0.4623 3.8497 -3.7018  0.000
H56 0.6912 5.5379 -4.2170  0.000
H57 -1.1044 5.2198 -5.9288  0.000
H58 -1.7869 4.3294 -4.5519  0.000
H59 -0.3874 3.2540 -6.6533  0.000

The value obtained for the total energy is -3300.05983 a.u. As for the HOMO energy (alpha / beta): -9.211 / -9.211 eV. The calculation puts the orbital gap (alpha / beta) at 2.680 / 2.681 eV. The max |F| comes out at 4.3 eV Å⁻¹. As for the spin multiplicity: 2. As for the total charge: +1.

***

This record from the Open Molecules 2025 dataset describes a molecular structure, C27H25BrF4IN3OSn. The level of theory is ωB97M-V with the def2-TZVPD basis set.

Last column: natural (NBO) charge in e.
Geometry (Å):
Sn1 0.2585 0.2565 0.0468  1.173
C1 3.2675 -2.5460 0.4325  -0.623
C2 2.7924 -2.0374 -0.9173  -0.219
N1 1.3314 -1.9514 -1.0529  -0.475
C3 0.6327 -3.2342 -0.8426  -0.231
C4 1.0520 -4.3687 -1.7721  -0.638
C5 1.0310 -1.3620 -2.3634  -0.243
C6 -0.4553 -1.1036 -2.6100  -0.237
N2 -1.1407 -0.6995 -1.3811  -0.835
C7 -2.5103 -0.6796 -1.4018  0.064
C8 -3.2384 -0.7290 -0.1921  0.304
F1 -2.5487 -0.8001 0.9588  -0.320
C9 -4.6084 -0.7683 -0.1350  0.337
F2 -5.1943 -0.8508 1.0712  -0.310
C10 -5.3836 -0.7604 -1.2781  -0.386
C11 -4.7034 -0.6927 -2.4712  0.340
F3 -5.3920 -0.6667 -3.6254  -0.312
C12 -3.3237 -0.6394 -2.5431  0.282
F4 -2.7688 -0.5108 -3.7691  -0.327
H1 4.3584 -2.5109 0.4665  0.217
H2 2.9664 -3.5787 0.6196  0.207
H3 2.8778 -1.9247 1.2423  0.220
H4 3.2141 -2.6528 -1.7234  0.178
H5 3.1748 -1.0233 -1.0641  0.206
H6 -0.4341 -3.0341 -0.9457  0.225
H7 0.7904 -3.5384 0.1901  0.196
H8 1.0056 -4.0747 -2.8232  0.208
H9 0.3734 -5.2127 -1.6374  0.224
H10 2.0655 -4.7207 -1.5640  0.203
H11 1.4308 -1.9769 -3.1794  0.192
H12 1.5667 -0.4113 -2.4071  0.213
H13 -0.9298 -2.0031 -3.0203  0.189
H14 -0.5055 -0.3418 -3.3935  0.206
H15 -6.4621 -0.8083 -1.2393  0.246
I1 -1.5549 2.5044 1.1062  0.265
C13 -0.8359 1.9451 2.9850  -0.107
C14 -0.9617 2.8716 3.9756  -0.254
C15 -0.5666 2.5370 5.2915  -0.206
C16 -0.1032 1.2873 5.5604  -0.206
C17 0.0123 0.3099 4.5375  0.034
C18 0.4420 -1.0053 4.8554  -0.213
C19 0.5083 -1.9581 3.8893  -0.209
C20 0.2225 -1.6196 2.5418  -0.247
C21 -0.1451 -0.3585 2.1548  -0.483
C22 -0.3157 0.6273 3.1882  -0.149
H16 -1.3744 3.8497 3.7666  0.226
H17 -0.6534 3.2778 6.0766  0.219
H18 0.1786 1.0123 6.5708  0.212
H19 0.6927 -1.2358 5.8847  0.208
H20 0.8027 -2.9705 4.1412  0.211
H21 0.3019 -2.4016 1.7984  0.198
O1 6.7836 1.9248 -1.3820  -0.649
C23 5.5519 1.9314 -0.8132  0.347
C24 5.2641 1.2813 0.3814  -0.341
C25 3.9683 1.3479 0.8562  0.062
N3 2.9792 1.9979 0.2303  -0.463
C26 3.2916 2.6034 -0.8902  0.175
Br1 1.8792 3.5064 -1.7847  0.074
C27 4.5496 2.6204 -1.4698  -0.332
H22 7.3963 1.4227 -0.8330  0.484
H23 6.0272 0.7328 0.9231  0.220
H24 3.6958 0.8533 1.7846  0.206
H25 4.7493 3.1383 -2.3969  0.247

The value obtained for the total energy is -4768.80310 a.u. As for the HOMO energy: -6.856 eV. The calculation puts the orbital gap at 7.158 eV. The max |F| comes out at 0.7 eV Å⁻¹. As for the spin multiplicity: 1. As for the total charge: 0. The relative energy (zero: lowest compared OMol25 entry of this formula, charge and spin) is 18.9 kJ/mol.

***

This record from the Open Molecules 2025 dataset describes 2 unconnected molecules or ions with the total composition H3N2O2P. The level of theory is ωB97M-V with the def2-TZVPD basis set.

Last column: natural (NBO) charge in e.
Geometry (Å):
N1 -1.1561 0.0051 1.4232  -0.762
N2 1.6325 2.0517 -1.8960  0.288
O1 0.6240 2.6626 -2.0984  -0.322
O2 2.7449 2.1264 -2.4459  -0.365
P1 1.7947 1.0621 -0.3658  0.555
H1 -1.5885 0.8675 1.0942  0.332
H2 -1.5720 -0.8544 1.2253  0.322
H3 1.4418 2.0333 0.5630  -0.047

The value obtained for the total energy is -602.83033 a.u. As for the HOMO energy (alpha / beta): -8.484 / -8.489 eV. The calculation puts the orbital gap (alpha / beta) at 4.790 / 4.799 eV. The max |F| comes out at 4.1 eV Å⁻¹. As for the spin multiplicity: 1. As for the total charge: 0. The relative energy (zero: lowest compared OMol25 entry of this formula, charge and spin) is 870.9 kJ/mol.

***

> Which of these has the highest max |F|?

C22H59CuN2O9